{"formula": "C41H42MoP2Se", "method": "wB97M-V/def2-TZVPD", "elements": ["C", "C", "C", "C", "H", "H", "C", "H", "H", "C", "C", "H", "C", "C", "C", "H", "H", "C", "H", "C", "C", "H", "H", "C", "C", "H", "C", "C", "C", "H", "C", "C", "C", "C", "H", "Mo", "H", "H", "C", "C", "C", "H", "C", "H", "C", "C", "H", "C", "H", "H", "H", "H", "H", "H", "H", "H", "C", "C", "H", "H", "Se", "H", "C", "C", "C", "P", "H", "H", "C", "H", "H", "H", "C", "C", "H", "C", "P", "C", "H", "H", "H", "H", "H", "C", "H", "H", "C"], "xyz": [[0.624086, -0.456397, 6.575725], [-0.871070, -1.486905, -0.357341], [0.217115, 0.439212, 7.576531], [1.023392, 3.421206, -2.125167], [3.797464, 1.850108, -8.368047], [-2.150949, -1.641746, -5.250936], [1.947597, 2.367707, -2.199947], [0.635803, 5.419009, -1.422873], [4.182771, 3.472576, -6.507647], [-0.443201, 2.315768, 3.613690], [1.644241, -0.796769, 1.688657], [2.508742, -0.243964, -7.931905], [-2.165949, -3.017907, -1.748096], [-0.282792, -1.447241, 9.013806], [0.237040, -3.971711, -4.571630], [-2.367660, -3.474502, -2.722953], [0.491904, -5.831027, -5.650041], [-1.800904, -0.079895, 4.570904], [2.830146, 5.626995, -0.246509], [-0.109110, 1.021931, -3.655334], [-1.373412, -2.105012, 0.783966], [-2.363531, -1.357527, 2.933733], [-1.433088, -5.424949, -7.189847], [3.636381, 2.547060, -6.316038], [3.417285, 1.640780, -7.363751], [-1.685564, -0.953545, 5.222992], [-0.921844, -0.071800, -3.579296], [3.193966, 2.492646, -1.551072], [2.694594, 0.463434, -7.109378], [-1.491876, 1.140093, 6.247940], [-1.571886, -2.560778, -5.314164], [2.202022, 0.200747, -5.824747], [3.139681, 2.273946, -5.034999], [-2.899085, -3.386139, -0.618078], [-3.447135, 0.193897, 1.611742], [-0.019201, -0.013751, 2.574654], [0.228888, 1.522540, 7.398770], [0.474244, 2.843130, 3.901317], [2.400092, 1.116159, -4.764710], [-2.521084, -2.916389, 0.647783], [-0.092444, -4.912087, -5.554033], [3.912762, 1.670706, -1.595812], [-2.827865, 0.723803, 2.355939], [-2.490468, 2.556452, 1.283477], [-1.170078, -4.687965, -6.421393], [-1.903950, -3.502308, -6.299872], [-1.659411, 1.219116, 0.559583], [0.329880, -2.313770, 8.090642], [-0.586161, 0.649844, 9.568829], [0.183577, 2.435760, 1.518543], [-0.372393, 1.988434, -4.104512], [1.339152, -2.444682, 6.170025], [-1.996152, -0.067448, -3.783573], [2.158747, -1.378745, 2.476971], [0.054488, 3.324310, -2.601781], [-3.558393, 1.336600, 2.927023], [-1.164641, -2.049003, -1.622685], [-0.591453, 2.054652, 2.213017], [-1.263195, 3.186891, 5.347791], [4.484834, 3.757605, -0.369064], [0.969518, 0.169586, 4.672451], [3.318064, 2.996086, -4.242178], [-1.890423, 1.658281, 1.547627], [-1.577161, 2.485069, 4.553236], [3.514418, 3.665223, -0.854781], [-0.103016, -1.584217, -3.030956], [-2.741980, -3.301103, -6.971469], [2.250097, 0.096473, 1.442970], [0.826107, -1.805544, 6.882022], [1.451442, -1.406982, 0.790421], [1.082617, -4.150758, -3.908687], [1.639913, -0.720120, -5.654753], [-2.022058, 1.188652, 5.282944], [1.356326, 4.596885, -1.441511], [-3.091271, 1.318323, 5.557195], [-0.524451, -2.791807, -4.411239], [1.587767, 0.787867, -3.070044], [-2.148387, -0.323017, 3.214588], [-2.456332, 2.936680, 4.077478], [-3.737100, -4.075943, -0.732054], [-0.792719, -2.076353, 1.758492], [-3.104183, -3.195549, 1.522057], [-0.752654, -1.845401, 9.907307], [-0.253728, -0.055711, 8.800552], [0.449770, -3.369819, 8.312334], [-0.229816, -0.591594, -0.302295], [2.584299, 4.715604, -0.798560]], "forces_ev_per_a": [[0.044, -0.241, 0.154], [0.360, -0.539, -0.483], [-0.171, 0.357, -0.383], [0.631, 0.031, 0.309], [-0.159, -0.081, 0.405], [0.048, -0.228, -0.047], [-0.178, 0.289, 0.026], [0.285, -0.222, 0.054], [-0.140, -0.297, 0.134], [0.387, 1.275, -2.659], [0.038, -1.225, -0.530], [0.100, 0.332, 0.543], [0.237, -0.022, 0.520], [0.339, 0.282, -0.421], [-0.331, 0.283, 0.139], [0.075, 0.197, 0.413], [-0.151, 0.366, 0.066], [-1.447, -1.283, -1.580], [-0.070, -0.284, -0.268], [-0.977, -0.956, -0.004], [-0.296, 0.227, -0.132], [0.106, 0.276, 0.409], [0.149, 0.343, 0.381], [-0.141, -0.467, -0.221], [-0.192, -0.041, 0.462], [0.252, 0.172, -0.355], [0.622, 1.471, 0.191], [-0.301, 0.324, 0.100], [0.107, 0.170, 0.041], [-0.373, -0.022, -0.479], [-0.096, -0.333, -0.094], [0.012, 0.234, 0.161], [-0.055, 0.058, -0.097], [0.000, 0.275, 0.265], [0.277, 0.112, 0.304], [0.364, 0.239, 1.049], [0.001, -0.484, 0.086], [-0.182, -0.508, -0.228], [-0.010, -0.060, -0.156], [0.363, -0.343, 0.004], [-0.091, 0.121, -0.048], [-0.181, 0.221, -0.038], [-0.869, 0.403, -0.556], [0.445, -0.265, 0.115], [0.021, 0.271, 0.240], [0.209, 0.049, 0.105], [0.021, 0.000, 0.340], [0.053, 0.789, 0.069], [0.069, -0.363, -0.328], [-0.144, -0.116, 0.536], [-0.331, -0.453, 0.225], [-0.252, -0.097, 0.089], [0.327, 0.206, -0.298], [-0.060, 0.142, -0.582], [0.116, 0.165, 0.030], [0.570, -0.442, -0.050], [-0.829, 0.155, -0.068], [0.251, 0.436, 1.048], [-0.108, -0.244, -0.458], [-0.228, 0.017, -0.100], [0.768, 0.210, 2.487], [-0.024, -0.065, -0.147], [-0.859, 0.531, -0.484], [-0.628, -0.310, 1.242], [-0.426, -0.173, -0.241], [0.278, -1.233, -0.928], [0.307, -0.068, 0.197], [-0.248, 0.041, 0.044], [-0.403, 0.024, -0.310], [0.298, 0.251, 0.284], [-0.143, -0.016, -0.123], [0.094, 0.204, -0.032], [0.255, 1.156, 0.866], [-0.316, -0.147, -0.002], [0.368, -0.502, -0.257], [-0.283, -0.039, 0.103], [1.636, 0.675, -1.027], [-0.254, -0.099, 1.426], [0.421, -0.063, -0.298], [0.175, 0.284, 0.206], [-0.806, 0.160, -0.757], [0.293, -0.343, -0.063], [0.228, 0.039, -0.033], [0.236, -0.476, -0.391], [-0.096, 0.156, -0.044], [0.308, -0.773, -0.174], [0.312, -0.097, 0.107]], "orbital_gap_ev": [2.830, 3.007], "e_lumo_ev": [-8.42, -8.25], "total_charge": 2, "max_force_ev_per_a": 2.97, "relative_energy_kcal_mol": 54.8, "total_energy_ev": -128955.5362, "spin_multiplicity": 3, "s_squared": 2.06}